Computed, not measured: a molecular structure, C22H65CrO21 at a distorted geometry, with wB97M-V/def2-TZVPD.

Output
Total charge   +2
Spin multiplicity   6
Frontier orbital gap (alpha / beta)   4.40 / 3.03 eV
E   -95260.457 eV
Largest force on an atom   4.60 eV/A

Geometry as XYZ:
```
109
C22H65CrO21 | OMol25 | wB97M-V/def2-TZVPD
Cr -6.839 -19.165 21.864
O -10.218 -13.007 15.559
O -6.122 -17.051 21.647
O -6.638 -25.020 17.514
O -12.431 -20.363 19.631
O -10.051 -18.118 13.571
O -8.374 -15.555 17.507
O -10.513 -20.567 12.218
O -2.647 -17.583 16.167
O -4.984 -15.072 20.148
O -12.726 -14.063 21.513
O -7.466 -17.175 14.881
O -10.103 -14.963 20.407
O -10.525 -21.420 21.564
O -5.897 -14.713 14.175
O -4.466 -19.796 17.018
O -5.613 -22.363 18.289
O -8.521 -18.806 20.467
O -11.830 -22.951 16.166
O -5.496 -19.623 20.054
O -12.519 -23.202 19.365
O -4.673 -19.421 22.728
C -6.818 -22.536 17.566
C -11.555 -20.625 21.881
C -6.075 -16.853 15.188
C -11.269 -15.712 20.558
C -5.466 -16.094 14.019
C -11.316 -22.434 17.376
C -8.137 -19.185 17.991
C -2.238 -18.743 16.972
C -9.331 -14.505 17.167
C -6.797 -23.815 16.784
C -9.034 -18.705 19.182
C -6.901 -15.883 21.234
C -3.054 -19.970 16.631
C -11.275 -23.365 18.626
C -9.188 -13.964 15.698
C -9.512 -20.413 13.264
C -3.924 -20.077 21.795
C -10.076 -19.379 14.238
C -4.163 -19.389 20.474
C -12.590 -14.972 20.349
C -6.375 -15.257 20.029
C -12.790 -20.562 20.970
H -10.333 -14.182 20.915
H -7.692 -24.073 16.219
H -13.475 -13.463 21.479
H -2.265 -18.428 18.015
H -12.243 -19.437 19.463
H -6.055 -16.257 16.101
H -2.891 -19.906 22.098
H -10.768 -19.749 11.783
H -3.059 -20.194 15.565
H -3.840 -18.348 20.454
H -4.237 -21.121 21.789
H -10.230 -21.279 20.662
H -11.100 -24.378 18.266
H -11.313 -16.485 19.791
H -4.656 -19.993 23.499
H -4.593 -15.089 19.271
H -6.718 -14.560 13.701
H -5.704 -16.549 13.058
H -8.310 -20.228 17.724
H -6.898 -21.669 16.911
H -9.569 -19.399 15.203
H -7.887 -16.876 15.690
H -7.667 -22.479 18.247
H -10.560 -23.251 19.442
H -2.715 -20.917 17.051
H -9.230 -17.648 19.002
H -4.380 -16.167 14.078
H -2.213 -17.674 15.315
H -10.374 -14.725 17.393
H -11.245 -19.582 21.934
H -5.923 -23.829 16.133
H -6.812 -14.292 19.769
H -8.171 -13.765 15.363
H -9.118 -13.659 17.820
H -3.467 -19.776 19.729
H -10.277 -22.144 17.226
H -6.790 -15.163 22.045
H -12.671 -22.495 16.082
H -9.425 -14.728 14.958
H -5.570 -23.097 18.907
H -7.071 -18.996 18.111
H -9.972 -19.219 18.971
H -8.683 -16.053 18.267
H -7.940 -16.202 21.317
H -5.301 -16.626 21.907
H -7.470 -25.165 17.969
H -5.563 -17.810 15.288
H -13.434 -21.432 21.099
H -13.245 -15.843 20.333
H -4.851 -20.554 16.572
H -12.615 -14.391 19.427
H -13.331 -19.624 21.099
H -9.121 -18.008 13.358
H -9.356 -21.237 13.961
H -6.742 -15.838 19.183
H -11.343 -16.198 21.530
H -8.440 -18.774 17.028
H -8.641 -20.058 12.714
H -10.103 -12.867 14.616
H -1.210 -18.964 16.682
H -5.391 -19.723 19.106
H -11.736 -20.698 22.954
H -11.159 -19.477 14.308
H -11.825 -21.493 17.586
H -12.514 -22.308 19.714
```

---

Computed, not measured: CH2N4O in the gas phase, with wB97M-V/def2-TZVPD.

Output
SMILES   [H]/N=N/N=C=NO
Frontier orbital gap   10.59 eV
Relative energy (zero: lowest compared OMol25 entry of this formula, charge and spin)   405.9 kJ/mol
E   -9072.091 eV
Largest force on an atom   0.69 eV/A

Geometry as XYZ:
```
8
CH2N4O | OMol25 | wB97M-V/def2-TZVPD
O 2.611 0.003 -0.072
N 1.469 0.759 -0.474
N -0.455 -0.763 -0.618
N -1.588 -0.765 0.199
N -2.221 0.280 0.019
C 0.480 0.009 -0.463
H 2.784 0.286 0.835
H -3.079 0.191 0.572
```

---

Computed, not measured: C14H17N3O4S in the gas phase, with wB97M-V/def2-TZVPD.

Output
SMILES   CCCc1c(O)nc(SCC(=O)NCc2ccco2)[nH]c1=O
Frontier orbital gap   8.84 eV
Relative energy (zero: lowest compared OMol25 entry of this formula, charge and spin)   0.0 kJ/mol
E   -38290.475 eV
Largest force on an atom   0.89 eV/A

Geometry as XYZ:
```
39
C14H17N3O4S | OMol25 | wB97M-V/def2-TZVPD
S 2.595 1.327 1.195
O -0.172 -1.250 1.125
O 2.525 -0.642 -2.094
O -2.253 2.190 1.624
O -0.468 0.687 -2.506
N 0.825 1.093 -0.694
N -0.040 1.841 1.314
N 2.262 -1.441 0.006
C -1.380 1.858 0.849
C 0.077 -2.399 0.454
C 1.348 -2.506 -0.333
C 0.975 1.441 0.535
C -3.672 0.152 -0.777
C -1.533 1.459 -0.524
C -2.915 1.444 -1.107
C -1.360 -1.401 1.746
C -0.420 1.088 -1.233
C -3.092 -1.059 -1.496
C 2.660 -0.521 -0.895
C 3.421 0.653 -0.281
C -0.942 -3.282 0.648
C -1.879 -2.628 1.488
H -3.465 2.287 -0.683
H -2.055 -1.217 -1.212
H 1.152 -2.424 -1.408
H 0.429 0.421 -2.770
H -1.719 -0.574 2.325
H -4.716 0.279 -1.073
H 3.515 1.444 -1.023
H 4.411 0.337 0.050
H -1.019 -4.269 0.241
H -2.807 -3.022 1.845
H -2.847 1.561 -2.189
H 0.108 2.107 2.280
H -3.647 -0.008 0.302
H 2.362 -1.231 0.989
H 1.812 -3.481 -0.144
H -3.128 -0.914 -2.573
H -3.653 -1.956 -1.245
```

---

Computed, not measured: a molecular structure, C29H27BCl3IMnN10OS2, with wB97M-V/def2-TZVPD.

Output
Spin multiplicity   6
Frontier orbital gap (alpha / beta)   7.07 / 6.95 eV
Relative energy (zero: lowest compared OMol25 entry of this formula, charge and spin)   18.4 kJ/mol
E   -146799.123 eV
Largest force on an atom   0.82 eV/A

Geometry as XYZ:
```
75
C29H27BCl3IMnN10OS2 | OMol25 | wB97M-V/def2-TZVPD
I -0.408 0.669 4.996
Mn 0.642 0.022 2.558
Cl -2.557 8.032 -0.224
Cl 2.296 1.955 -3.683
Cl -5.300 4.540 -3.181
S 1.481 -0.619 -4.984
S 1.564 3.469 2.892
O -2.252 2.229 -3.568
N -2.431 1.336 -0.253
N 2.359 -2.509 2.807
N -0.456 -1.882 2.169
N 0.148 -2.958 1.617
N 1.639 -5.424 1.759
N 2.035 -1.932 0.355
N 2.200 -1.281 3.348
N -0.836 1.078 1.237
N 2.223 -4.353 1.169
N 1.711 -0.635 0.554
C -2.837 1.997 0.887
C -1.223 0.795 0.009
C 1.084 0.837 -4.168
C -0.781 -3.838 1.201
C -0.251 1.004 -3.993
C 2.921 -1.250 4.461
C -2.720 6.428 -0.851
C -1.778 5.465 -0.534
C 3.400 -4.717 0.592
C 2.113 0.026 -0.528
C -2.997 3.831 -1.870
C 3.568 -6.065 0.781
C 3.192 -3.238 3.577
C -3.204 1.264 -1.484
C 2.607 -2.080 -0.853
C -3.136 2.447 -2.475
C -2.026 -3.323 1.494
C -0.175 -1.037 -5.097
C 2.431 -6.452 1.515
C -1.841 1.839 1.794
C 2.276 2.096 2.472
C 3.581 -2.466 4.650
C -0.978 -0.092 -4.540
C -3.921 4.837 -2.162
C -3.797 6.125 -1.663
C -1.761 -2.094 2.106
C 2.692 -0.843 -1.454
C -1.931 4.187 -1.040
C -0.856 2.209 -3.340
B 1.687 -2.958 1.479
H -2.437 -1.360 2.519
H -4.244 1.161 -1.174
H 2.904 -0.370 5.086
H -0.944 5.707 0.110
H -4.533 6.877 -1.909
H 4.393 -6.672 0.449
H 1.955 1.093 -0.615
H 4.069 -4.001 0.153
H -1.192 3.450 -0.757
H -3.779 2.516 0.934
H 3.104 -0.613 -2.420
H 2.262 1.732 1.446
H -0.490 -4.777 0.764
H -0.683 0.177 -0.695
H 4.231 -2.750 5.460
H -2.057 -0.145 -4.539
H -0.609 2.223 -2.277
H -4.101 2.417 -2.971
H 2.879 -3.045 -1.235
H -0.469 -1.956 -5.579
H -2.982 -3.788 1.319
H -0.414 3.111 -3.773
H 2.160 -7.431 1.880
H -1.783 2.173 2.818
H 2.865 1.503 3.168
H -2.937 0.354 -2.018
H 3.433 -4.257 3.322
```

---

Computed, not measured: a molecular structure, C10H18Cl2FeO at a distorted geometry, with wB97M-V/def2-TZVPD.

Output
Total charge   -1
Spin multiplicity   6
Frontier orbital gap (alpha / beta)   5.17 / 6.65 eV
Relative energy (zero: lowest compared OMol25 entry of this formula, charge and spin)   58.8 kJ/mol
E   -72140.634 eV
Largest force on an atom   2.87 eV/A

Geometry as XYZ:
```
32
C10H18Cl2FeO | OMol25 | wB97M-V/def2-TZVPD
Fe 0.486 0.009 0.109
Cl -0.181 -2.125 0.279
Cl 1.241 1.936 0.562
O -0.305 -0.434 2.456
C -1.644 -0.226 -2.764
C -1.278 0.473 -0.402
C 1.043 -0.696 4.433
C 0.899 -0.658 -3.148
C 2.576 -0.387 -1.402
C -1.091 0.672 4.451
C -0.426 -0.062 -3.712
C -0.112 -0.145 3.632
C -1.689 0.990 -1.688
C 1.503 0.172 -2.023
H -2.563 -0.187 -3.388
H -0.967 1.781 -1.969
H 2.989 -1.308 -1.827
H -1.015 1.726 4.194
H -2.110 0.321 4.289
H 3.117 0.170 -0.646
H 0.886 -0.534 5.499
H 1.207 1.250 -2.011
H -2.699 1.393 -1.753
H -0.668 -0.564 -4.686
H -1.991 0.313 0.440
H -0.871 0.599 5.519
H 1.150 -1.768 4.270
H 0.738 -1.697 -2.799
H -1.557 -1.183 -2.189
H 1.971 -0.186 4.184
H 1.595 -0.677 -4.009
H -0.232 1.032 -3.900
```

---

- The lowest largest force on an atom belongs to which entry?
  CH2N4O

---

- largest force on an atom of number 5 (C10H18Cl2FeO)?
  2.87 eV/A